[1]
Below is a molecular structure, C12H29N4O7PV in a non-equilibrium geometry, with properties calculated with ωB97M-V with the def2-TZVPD basis set.

CARTESIAN COORDINATES (ANGSTROEM)
O1 -1.161 -0.633 -3.645
H1 -1.006 -1.112 -4.530
V1 0.458 0.321 -0.319
N1 1.826 -0.839 -0.949
N2 -0.441 -1.443 -0.080
N3 1.372 1.860 0.168
N4 -1.119 1.246 0.547
O2 3.029 -0.372 -1.143
O3 2.733 1.929 0.076
O4 -2.383 0.778 0.789
O5 -1.506 -1.574 0.709
C1 0.270 -2.523 -0.528
C2 1.557 -2.185 -1.044
C3 0.582 2.860 0.629
C4 -0.788 2.473 0.945
C5 2.588 -3.168 -1.467
H2 2.515 -3.337 -2.552
H3 2.439 -4.125 -0.938
H4 3.545 -2.707 -1.212
C6 -0.251 -3.893 -0.243
H5 -1.340 -3.944 -0.422
H6 -0.043 -4.236 0.792
H7 0.270 -4.586 -0.909
C7 1.176 4.170 1.002
C8 -1.835 3.235 1.703
H8 1.974 4.329 0.260
H9 1.596 4.005 2.015
H10 0.423 4.992 0.974
H11 -2.658 2.605 2.079
H12 -2.259 4.029 1.070
H13 -1.361 3.713 2.561
H14 2.989 1.010 -0.333
H15 -2.207 -0.291 0.759
C9 -2.728 -1.045 -2.980
H16 -3.149 -1.734 -3.698
H17 -2.899 0.035 -3.051
H18 -2.578 -1.513 -1.932
O6 0.019 0.862 -2.174
H19 -0.430 0.128 -3.316
H20 0.376 1.678 -2.510
C10 1.196 -2.593 3.025
P1 1.297 -0.772 3.074
C11 -0.212 -0.139 3.846
C12 2.721 -0.297 4.114
O7 1.428 -0.206 1.664
H21 1.886 -2.952 2.244
H22 0.156 -2.864 2.781
H23 1.485 -2.994 4.011
H24 -0.147 -0.327 4.940
H25 -0.284 0.947 3.632
H26 -1.074 -0.675 3.397
H27 3.647 -0.613 3.602
H28 2.708 0.799 4.233
H29 2.637 -0.791 5.094

Computed properties:
- charge = +1
- maximum force (eV Å⁻¹) = 4.44
- 2S+1 = 3
- expectation value of S² = 2.0272
- HOMO-LUMO gap (spin up / spin down) (eV) = 6.62 / 6.35


[2]
Below is a molecular structure, C12H29N4O7PZn in a non-equilibrium geometry, with properties calculated with ωB97M-V with the def2-TZVPD basis set.

CARTESIAN COORDINATES (ANGSTROEM)
O1 0.893 3.559 -0.582
H1 0.102 3.994 -0.239
Zn1 0.793 0.912 -0.847
N1 -1.233 -0.597 -1.343
N2 -1.503 2.026 -1.199
N3 1.570 -1.125 -0.180
N4 2.748 1.246 0.132
O2 -1.217 -1.875 -1.221
O3 0.991 -2.350 -0.142
O4 3.228 2.351 0.506
O5 -1.637 3.205 -0.867
C1 -2.681 1.293 -1.319
C2 -2.500 -0.102 -1.463
C3 2.834 -1.140 0.248
C4 3.462 0.131 0.461
C5 -3.613 -1.055 -1.676
H2 -3.642 -1.775 -0.852
H3 -3.445 -1.597 -2.609
H4 -4.573 -0.541 -1.727
C6 -4.038 1.914 -1.258
H5 -3.961 3.002 -1.149
H6 -4.579 1.505 -0.390
H7 -4.627 1.681 -2.158
C7 3.566 -2.401 0.607
C8 4.840 0.283 0.968
H8 3.011 -3.294 0.256
H9 3.703 -2.430 1.710
H10 4.576 -2.356 0.152
H11 5.009 1.356 1.006
H12 5.577 -0.174 0.308
H13 4.939 -0.130 1.969
H14 0.090 -2.187 -0.645
H15 1.731 3.662 -0.101
C9 1.117 0.253 -2.604
H16 0.289 0.593 -3.317
H17 1.768 -0.593 -2.998
H18 1.982 0.992 -2.567
O6 -1.602 -2.213 -4.073
H19 -1.230 -2.851 -4.682
H20 -1.244 -2.502 -3.202
C10 -1.118 -1.573 2.005
P1 -0.688 0.164 2.209
C11 -2.121 1.044 2.851
C12 0.666 0.205 3.404
O7 -0.308 0.929 0.958
H21 -1.037 -2.091 2.970
H22 -0.422 -2.069 1.325
H23 -2.140 -1.666 1.622
H24 -2.524 0.566 3.754
H25 -1.771 2.069 3.048
H26 -2.858 1.070 2.037
H27 1.597 -0.118 2.907
H28 0.778 1.253 3.734
H29 0.451 -0.453 4.263

Computed properties:
- maximum force (eV Å⁻¹) = 3.40
- ΔE to the lowest compared entry with this formula, charge and spin (kJ/mol) = 68.9
- HOMO-LUMO gap (spin up / spin down) (eV) = 4.42 / 3.22


[3]
Below is a molecular structure, C12H29N4O9SV in a non-equilibrium geometry, with properties calculated with ωB97M-V with the def2-TZVPD basis set.

CARTESIAN COORDINATES (ANGSTROEM)
V1 -31.350 15.819 -27.818
O1 -30.936 17.730 -26.963
H1 -31.719 17.850 -26.434
S1 -32.530 14.217 -29.714
O2 -32.029 13.468 -30.857
O3 -32.223 15.644 -29.808
O4 -33.968 13.971 -29.593
O5 -31.815 13.846 -28.464
C1 -28.343 15.702 -29.021
O6 -29.500 15.372 -28.888
N1 -27.361 14.770 -29.035
C2 -25.964 15.081 -29.190
C3 -27.718 13.348 -29.049
H2 -27.948 16.715 -29.165
H3 -25.876 15.878 -29.938
H4 -25.338 14.272 -29.563
H5 -25.432 15.439 -28.301
H6 -27.046 12.888 -29.778
H7 -27.435 12.851 -28.113
H8 -28.777 13.229 -29.259
C4 -30.954 13.786 -25.531
O7 -30.920 14.985 -25.733
N2 -30.469 13.153 -24.449
C5 -30.315 11.705 -24.339
C6 -29.968 13.950 -23.350
H9 -31.420 13.109 -26.264
H10 -31.152 11.290 -23.779
H11 -29.369 11.527 -23.832
H12 -30.188 11.258 -25.323
H13 -29.524 14.895 -23.641
H14 -30.718 14.029 -22.550
H15 -29.224 13.380 -22.778
C7 -34.548 16.249 -26.858
O8 -33.480 16.122 -27.389
N3 -35.068 17.383 -26.352
C8 -36.419 17.433 -25.787
C9 -34.362 18.664 -26.297
H16 -35.288 15.438 -26.842
H17 -37.065 17.887 -26.543
H18 -36.509 17.939 -24.833
H19 -36.725 16.385 -25.742
H20 -33.292 18.495 -26.372
H21 -34.746 19.324 -27.073
H22 -34.516 19.064 -25.293
C10 -29.326 18.149 -31.075
O9 -28.106 18.016 -30.964
N4 -30.128 18.707 -30.170
C11 -31.565 18.570 -30.189
C12 -29.479 19.434 -29.075
H23 -29.876 17.725 -31.933
H24 -32.104 19.519 -30.300
H25 -31.960 18.072 -29.313
H26 -31.828 17.968 -31.059
H27 -28.922 20.298 -29.447
H28 -30.267 19.862 -28.460
H29 -28.822 18.772 -28.523

Computed properties:
- charge = -1
- maximum force (eV Å⁻¹) = 3.46
- 2S+1 = 4
- expectation value of S² = 3.7546
- HOMO-LUMO gap (spin up / spin down) (eV) = 5.13 / 6.41


[4]
Below is 2 unconnected molecules or ions with the total composition C12H30BNO4S in a non-equilibrium geometry, with properties calculated with ωB97M-V with the def2-TZVPD basis set.

CARTESIAN COORDINATES (ANGSTROEM)
C1 3.793 -2.810 -2.217
C2 4.474 -1.592 -1.350
B1 4.562 -0.151 -2.203
O1 4.369 -0.194 -3.668
N1 4.796 1.095 -1.364
C3 3.730 2.151 -1.574
C4 2.274 1.807 -0.907
O2 1.122 2.467 -1.539
C5 0.853 1.959 -2.892
S1 0.026 0.282 -2.969
C6 -0.693 -0.330 -1.352
O3 -1.113 0.401 -4.054
O4 1.072 -0.715 -3.602
H1 3.526 -3.677 -1.445
H2 2.757 -2.491 -2.698
H3 4.513 -3.303 -3.014
H4 3.761 -1.347 -0.427
H5 5.540 -1.857 -0.901
H6 4.983 -0.865 -4.109
H7 4.959 0.880 -0.355
H8 4.134 3.137 -1.036
H9 3.712 2.400 -2.717
H10 2.018 0.668 -0.821
H11 2.318 2.215 0.214
H12 1.779 1.925 -3.606
H13 0.090 2.731 -3.389
H14 -1.231 -1.366 -1.599
H15 0.120 -0.582 -0.545
H16 -1.535 0.400 -0.990
C7 -2.361 -2.173 2.102
C8 -3.445 -1.208 1.648
C9 -3.073 0.262 1.858
C10 -2.851 0.681 3.316
C11 -4.034 0.434 4.257
C12 -5.278 1.221 3.876
H17 -2.170 -2.091 3.176
H18 -2.665 -3.204 1.896
H19 -1.423 -1.984 1.569
H20 -4.384 -1.443 2.159
H21 -3.629 -1.369 0.579
H22 -3.856 0.889 1.415
H23 -2.158 0.482 1.293
H24 -2.601 1.749 3.335
H25 -1.972 0.160 3.715
H26 -3.736 0.723 5.272
H27 -4.273 -0.634 4.301
H28 -5.072 2.296 3.871
H29 -6.077 1.035 4.601
H30 -5.652 0.935 2.890

Computed properties:
- maximum force (eV Å⁻¹) = 8.12
- SMILES = CCB(O)NCCOCS(C)(=O)=O.CCCCCC
- HOMO-LUMO gap (eV) = 9.85


[5]
Below is a molecular structure, C12H30Br2MnN2O4 in a non-equilibrium geometry, with properties calculated with ωB97M-V with the def2-TZVPD basis set.

CARTESIAN COORDINATES (ANGSTROEM)
Mn1 -4.481 -7.724 -17.277
Br1 -1.955 -8.126 -16.922
Br2 -5.513 -9.240 -15.183
C1 -4.009 -5.774 -14.610
O1 -4.424 -5.787 -15.977
C2 -5.421 -4.813 -16.272
C3 -5.902 -5.201 -17.676
N1 -6.316 -6.606 -17.721
C4 -7.609 -6.645 -17.050
C5 -8.391 -7.999 -17.452
O2 -8.824 -8.018 -18.768
C6 -9.608 -9.051 -19.260
H1 -3.624 -6.784 -14.473
H2 -4.802 -5.614 -13.880
H3 -3.191 -5.063 -14.489
H4 -5.128 -3.773 -16.414
H5 -6.220 -4.847 -15.530
H6 -5.078 -5.004 -18.361
H7 -6.709 -4.517 -17.938
H8 -6.717 -6.759 -18.635
H9 -8.266 -5.795 -17.235
H10 -7.519 -6.649 -15.964
H11 -9.326 -8.170 -16.920
H12 -7.876 -8.956 -17.364
H13 -9.085 -9.994 -19.422
H14 -9.975 -8.720 -20.232
H15 -10.494 -9.293 -18.673
C7 -5.945 -12.641 -17.589
O3 -5.940 -12.226 -18.941
C8 -4.580 -11.869 -19.372
C9 -4.041 -10.531 -18.721
N2 -5.031 -9.429 -18.610
C10 -5.327 -8.841 -19.923
C11 -4.218 -7.822 -20.282
O4 -4.026 -6.848 -19.290
C12 -3.052 -5.789 -19.652
H16 -6.520 -13.560 -17.475
H17 -6.347 -11.791 -17.037
H18 -4.964 -12.859 -17.166
H19 -4.618 -11.690 -20.447
H20 -3.858 -12.678 -19.261
H21 -3.171 -10.143 -19.251
H22 -3.732 -10.826 -17.719
H23 -5.856 -9.985 -18.437
H24 -6.295 -8.352 -19.812
H25 -5.376 -9.676 -20.623
H26 -4.424 -7.309 -21.221
H27 -3.286 -8.337 -20.514
H28 -3.026 -5.106 -18.803
H29 -3.451 -5.102 -20.398
H30 -2.072 -6.182 -19.923

Computed properties:
- charge = +1
- maximum force (eV Å⁻¹) = 3.91
- 2S+1 = 7
- expectation value of S² = 12.0097
- HOMO-LUMO gap (spin up / spin down) (eV) = 10.04 / 4.46


[6]
Below is a molecular structure, C12H30Br2N2O4Sr in a non-equilibrium geometry, with properties calculated with ωB97M-V with the def2-TZVPD basis set.

CARTESIAN COORDINATES (ANGSTROEM)
Sr1 0.821 0.366 -0.125
Br1 0.315 -1.146 -2.633
Br2 1.576 1.941 2.266
C1 1.065 -3.237 1.702
O1 1.739 -2.029 1.180
C2 3.015 -2.371 0.679
C3 3.740 -1.032 0.366
N1 3.204 -0.301 -0.784
C4 3.965 0.930 -1.109
C5 3.169 1.815 -2.096
O2 2.030 2.320 -1.307
C6 2.183 3.649 -0.883
H1 1.700 -3.995 2.159
H2 0.478 -3.669 0.891
H3 0.248 -2.946 2.363
H4 2.935 -2.863 -0.290
H5 3.672 -2.956 1.323
H6 4.763 -1.310 0.111
H7 3.822 -0.383 1.238
H8 3.274 -0.965 -1.542
H9 4.914 0.731 -1.606
H10 4.137 1.588 -0.257
H11 2.773 1.123 -2.839
H12 3.769 2.553 -2.629
H13 1.339 3.905 -0.243
H14 1.937 4.356 -1.676
H15 3.089 3.873 -0.320
C7 -1.322 2.533 -1.868
O3 -1.143 1.771 -0.752
C8 -2.366 1.500 0.002
C9 -2.134 0.737 1.305
N2 -1.463 -0.531 1.124
C10 -2.119 -1.502 0.250
C11 -3.483 -1.932 0.812
O4 -4.465 -0.965 0.503
C12 -5.784 -1.342 0.900
H16 -1.992 3.389 -1.788
H17 -1.734 1.801 -2.563
H18 -0.307 2.786 -2.173
H19 -3.201 1.098 -0.571
H20 -2.766 2.433 0.399
H21 -3.050 0.648 1.890
H22 -1.567 1.436 1.919
H23 -1.574 -0.989 2.017
H24 -1.404 -2.317 0.132
H25 -2.217 -1.079 -0.750
H26 -3.552 -2.130 1.882
H27 -3.681 -2.895 0.341
H28 -5.761 -1.551 1.969
H29 -6.072 -2.277 0.420
H30 -6.517 -0.571 0.660

Computed properties:
- maximum force (eV Å⁻¹) = 4.15
- ΔE to the lowest compared entry with this formula, charge and spin (kJ/mol) = 142.6
- HOMO-LUMO gap (eV) = 8.65